The following is a quantum chemistry calculation of a cluster of 9 separate species, H18O9 in total at a distorted geometry, from the OMol25 dataset.

Output
- SMILES: O.O.O.O.O.O.O.O.O
- Orbital gap: 10.339 eV
- Energy above the lowest of the compared OMol25 structures with the same formula, charge and spin: 68.3 kcal/mol

Structure (ORCA input):
```
! wB97M-V def2-TZVPD RIJCOSX def2/J DEFGRID3
* xyz 0 1
O -2.028 -1.244 -2.391
H -2.750 -0.699 -1.995
H -2.250 -1.633 -3.246
O 1.829 0.780 2.096
H 2.693 0.693 2.429
H 1.286 0.975 2.839
O 2.180 -2.134 1.904
H 2.260 -2.329 0.984
H 1.838 -1.288 1.969
O -0.407 -0.215 0.262
H -0.728 -1.156 0.244
H 0.403 -0.219 0.706
O -0.591 -2.838 0.431
H -0.265 -3.354 -0.294
H -1.391 -3.263 0.795
O -2.507 1.469 1.148
H -2.341 2.430 1.187
H -1.765 1.180 0.635
O 2.054 0.636 -0.841
H 1.570 0.871 -1.642
H 2.000 -0.298 -0.788
O -1.156 1.369 -2.949
H -2.016 1.642 -3.155
H -1.248 0.502 -2.441
O 1.329 3.023 0.846
H 1.397 2.138 1.138
H 0.611 2.974 0.142
*
```

Löwdin atomic charges, in units of e:
1 O -0.0670
2 H 0.0782
3 H 0.0599
4 O -0.0017
5 H 0.0653
6 H 0.0781
7 O -0.0062
8 H 0.0212
9 H -0.0555
10 O -0.0610
11 H 0.0216
12 H -0.0439
13 O -0.0295
14 H 0.0545
15 H 0.0879
16 O -0.0723
17 H 0.0434
18 H -0.0411
19 O -0.0309
20 H 0.0512
21 H 0.0048
22 O -0.0726
23 H -0.0096
24 H 0.0196
25 O -0.0809
26 H -0.0804
27 H 0.0671


The following is a quantum chemistry calculation of a cluster of 6 separate species, C18H48O6 in total at a distorted geometry, from the OMol25 dataset.

Output
- Orbital gap (spin up / spin down): 7.754 / 1.329 eV
- Energy above the lowest of the compared OMol25 structures with the same formula, charge and spin: 37.0 kcal/mol

Structure (ORCA input):
```
! wB97M-V def2-TZVPD RIJCOSX def2/J DEFGRID3
* xyz 1 2
C -21.069 -16.114 10.893
C -20.601 -14.688 10.984
O -19.337 -14.676 11.603
C -18.732 -13.365 11.716
C -17.270 -13.474 12.006
H -20.480 -16.836 10.328
H -21.198 -16.461 11.919
H -22.098 -16.150 10.536
H -20.582 -14.131 10.047
H -21.341 -14.102 11.530
H -18.888 -12.650 10.908
H -19.226 -12.770 12.484
H -16.761 -14.238 11.419
H -17.308 -13.785 13.050
H -16.684 -12.558 12.082
C -25.686 -13.799 1.939
C -25.088 -14.752 2.962
C -24.820 -14.103 4.316
O -25.969 -15.813 3.091
H -26.638 -13.355 2.231
H -25.870 -14.286 0.981
H -25.022 -12.981 1.660
H -24.154 -15.154 2.569
H -24.193 -13.216 4.226
H -24.507 -14.837 5.059
H -25.830 -13.858 4.643
H -25.643 -16.354 3.814
C -23.440 -18.005 2.771
C -22.425 -18.951 2.317
C -22.873 -19.877 1.193
O -21.254 -18.227 2.016
H -23.081 -17.413 3.613
H -24.214 -18.698 3.101
H -23.979 -17.476 1.986
H -22.186 -19.451 3.256
H -23.830 -20.368 1.367
H -22.150 -20.682 1.063
H -22.921 -19.361 0.234
H -21.493 -17.482 1.461
C -21.814 -19.309 10.276
C -22.784 -20.278 9.571
C -24.188 -20.223 10.240
O -22.712 -19.895 8.289
H -21.777 -18.355 9.751
H -20.775 -19.637 10.251
H -22.111 -19.092 11.302
H -22.301 -21.247 9.701
H -24.768 -19.331 10.003
H -24.116 -20.263 11.327
H -24.871 -21.034 9.983
H -22.458 -20.712 7.853
C -25.987 -19.206 6.581
C -26.451 -17.791 6.373
C -26.518 -16.831 7.675
O -25.432 -17.082 5.622
H -24.978 -19.303 6.982
H -25.832 -19.708 5.626
H -26.709 -19.854 7.078
H -27.404 -17.909 5.856
H -27.392 -17.129 8.254
H -26.598 -15.791 7.359
H -25.673 -17.049 8.329
H -24.587 -17.307 6.019
C -21.531 -15.390 6.302
C -21.595 -16.958 6.626
O -22.896 -17.451 6.378
H -21.781 -15.141 5.271
H -20.520 -15.122 6.610
H -22.216 -14.923 7.010
H -21.312 -17.213 7.647
H -20.889 -17.446 5.953
H -23.071 -18.100 7.064
*
```

Löwdin atomic charges, in units of e:
1 C -0.0476
2 C -0.1694
3 O 0.1366
4 C -0.1711
5 C -0.0345
6 H 0.0849
7 H 0.1002
8 H 0.1017
9 H 0.1645
10 H 0.1773
11 H 0.1582
12 H 0.1724
13 H 0.1025
14 H 0.0940
15 H 0.1086
16 C -0.0537
17 C -0.5380
18 C -0.0468
19 O -0.0458
20 H 0.0820
21 H 0.0774
22 H 0.0750
23 H 0.1130
24 H 0.0811
25 H 0.0507
26 H 0.0854
27 H 0.0373
28 C -0.0844
29 C -0.5368
30 C -0.0389
31 O -0.0444
32 H 0.0826
33 H 0.0883
34 H 0.0922
35 H 0.1356
36 H 0.0792
37 H 0.0767
38 H 0.0836
39 H 0.0874
40 C -0.0546
41 C -0.5017
42 C -0.0279
43 O -0.0296
44 H 0.0299
45 H 0.0864
46 H 0.0760
47 H 0.1425
48 H 0.0716
49 H 0.0738
50 H 0.0764
51 H 0.1226
52 C -0.0616
53 C -0.3814
54 C -0.0240
55 O -0.1148
56 H 0.0523
57 H 0.0840
58 H 0.0871
59 H 0.1390
60 H 0.0630
61 H 0.0729
62 H 0.0552
63 H 0.0213
64 C -0.0485
65 C -0.2577
66 O -0.1050
67 H 0.0706
68 H 0.0573
69 H 0.0592
70 H 0.0885
71 H 0.1105
72 H 0.0500


The following is a quantum chemistry calculation of a cluster of 2 separate species, C22H28N2OS2 in total at a distorted geometry, from the OMol25 dataset.

Output
- Orbital gap: 3.084 eV

Structure (ORCA input):
```
! wB97M-V def2-TZVPD RIJCOSX def2/J DEFGRID3
* xyz 0 1
C 1.667 0.204 6.271
C 0.190 0.062 5.971
O -0.228 0.832 4.846
C -1.538 0.657 4.540
S -2.151 1.416 3.174
S -2.570 -0.306 5.449
H 1.961 -0.341 7.171
H 2.266 -0.170 5.441
H 1.935 1.251 6.411
H -0.065 -0.982 5.747
H -0.426 0.380 6.822
C 3.519 -5.847 -2.072
N 3.777 -4.952 -0.942
C 5.194 -4.685 -0.708
C 2.786 -4.014 -0.514
C 1.996 -4.283 0.618
C 1.006 -3.422 1.002
C 0.753 -2.239 0.276
C -0.388 -1.432 0.553
C -0.638 -0.223 -0.078
C -1.882 0.363 -0.182
C -2.150 1.549 -0.923
C -3.475 1.861 -1.284
C -3.762 2.973 -2.026
C -2.743 3.847 -2.437
N -3.067 5.031 -3.171
C -3.186 6.329 -2.507
C -2.890 5.101 -4.618
C -1.417 3.546 -2.077
C -1.128 2.426 -1.346
C 1.582 -1.954 -0.830
C 2.561 -2.823 -1.222
H 2.455 -5.856 -2.307
H 4.072 -5.508 -2.946
H 3.839 -6.857 -1.822
H 5.305 -3.884 0.022
H 5.680 -5.584 -0.332
H 5.673 -4.387 -1.639
H 2.177 -5.194 1.163
H 0.405 -3.639 1.869
H -1.141 -1.842 1.201
H 0.184 0.268 -0.570
H -2.726 -0.157 0.233
H -4.261 1.188 -0.990
H -4.775 3.194 -2.315
H -3.184 6.200 -1.425
H -2.350 6.965 -2.792
H -4.114 6.815 -2.806
H -2.685 4.107 -5.015
H -3.795 5.493 -5.080
H -2.057 5.760 -4.853
H -0.636 4.224 -2.381
H -0.110 2.230 -1.058
H 1.403 -1.066 -1.408
H 3.151 -2.623 -2.102
*
```

Löwdin atomic charges, in units of e:
1 C -0.0767
2 C -0.3463
3 O -0.2035
4 C -1.4132
5 S 0.4679
6 S 0.5194
7 H 0.0751
8 H 0.0687
9 H 0.0727
10 H 0.0847
11 H 0.0905
12 C -0.0698
13 N -0.2370
14 C -0.0718
15 C -0.2229
16 C 0.0069
17 C -0.0050
18 C -0.2055
19 C 0.0523
20 C -0.0736
21 C 0.0148
22 C -0.2077
23 C -0.0011
24 C 0.0081
25 C -0.2166
26 N -0.2384
27 C -0.0666
28 C -0.0721
29 C 0.0077
30 C 0.0000
31 C -0.0085
32 C 0.0022
33 H 0.0889
34 H 0.0739
35 H 0.0803
36 H 0.0897
37 H 0.0807
38 H 0.0740
39 H 0.1183
40 H 0.1211
41 H 0.1354
42 H 0.0953
43 H 0.1217
44 H 0.1201
45 H 0.1189
46 H 0.0915
47 H 0.0746
48 H 0.0794
49 H 0.0878
50 H 0.0794
51 H 0.0742
52 H 0.1210
53 H 0.1121
54 H 0.1060
55 H 0.1210